This record from the Open Molecules 2025 dataset describes 2 unconnected molecules or ions with the total composition C4H9O2. The level of theory is ωB97M-V with the def2-TZVPD basis set.

Properties
Largest force on an atom, eV/A: 0.97
HOMO-LUMO gap, eV: 8.00
LUMO, eV: 4.18
Total charge: -1

Geometry as XYZ:
```
15
Properties=species:S:1:pos:R:3:forces:R:3:lowdin_charge:R:1
C -0.072 -1.307 -1.825 0.578 0.191 0.260 -0.168
C 0.410 -1.576 -0.383 -0.559 0.322 -0.728 -0.160
H -1.087 -1.675 -1.950 -0.056 0.129 -0.183 0.057
H -0.025 -0.244 -2.067 -0.288 0.014 0.195 0.061
H 0.597 -1.779 -2.548 -0.154 -0.342 -0.080 0.043
H -0.056 -0.852 0.283 0.000 -0.022 0.105 0.025
H 0.051 -2.562 -0.089 0.419 -0.130 0.187 0.055
H 1.494 -1.482 -0.339 0.033 -0.209 0.241 0.055
C 0.323 1.678 1.688 0.459 -0.318 -0.234 -0.065
C -0.870 1.595 0.723 -0.252 0.405 -0.757 -0.818
O -0.894 2.446 -0.203 0.018 -0.244 0.206 -0.117
O -1.718 0.703 0.969 0.237 0.049 0.102 -0.118
H 0.764 0.683 1.810 -0.412 -0.050 0.535 0.044
H -0.081 2.099 2.609 0.336 -0.236 0.259 0.056
H 1.164 2.272 1.324 -0.359 0.440 -0.107 0.049
```
Positions in Å, forces in eV/Å.

This record from the Open Molecules 2025 dataset describes a molecular structure, C3H4LiO3Y in a non-equilibrium geometry. The level of theory is ωB97M-V with the def2-TZVPD basis set.

Properties
Largest force on an atom, eV/A: 4.86
HOMO-LUMO gap, eV: 5.92
LUMO, eV: -9.80
Total charge: +2

Geometry as XYZ:
```
12
Properties=species:S:1:pos:R:3:forces:R:3:lowdin_charge:R:1
H 1.317 3.398 1.992 -0.765 -0.441 -0.280 0.129
O 1.445 1.447 2.566 -0.924 1.104 -1.948 -0.101
O -0.323 -1.130 1.327 -1.330 0.223 -0.505 -0.103
C 1.531 2.347 1.714 2.709 -0.281 2.582 -0.040
C -0.716 -0.596 0.313 3.801 0.503 -0.887 -0.261
H 2.240 2.214 0.870 -0.830 -0.027 -0.048 0.106
Li 0.849 -0.320 2.621 0.137 -0.071 0.285 0.797
Y -1.271 -1.020 -2.188 2.207 2.680 1.780 2.007
O 0.160 0.537 -1.700 -3.771 -2.434 -1.854 -0.408
C 0.244 0.751 -0.321 -0.887 -0.582 0.449 -0.324
H 1.310 1.073 -0.335 -0.359 -1.117 1.616 0.100
H -0.361 1.527 0.195 0.012 0.444 -1.190 0.099
```
Positions in Å, forces in eV/Å.

Question: What is the HOMO-LUMO gap in the first record?
Answer: 8.00 eV